1.
C43H66BF4IO13 | wB97M-V/def2-TZVPD

The geometry in XYZ format:
```
128
Properties=species:S:1:pos:R:3:forces:R:3:lowdin_charge:R:1
C -3.31127 5.20281 5.19026 -0.49 -0.87 0.48 -0.006
B -3.50538 3.61604 4.93033 0.44 0.58 0.06 -0.421
O -4.69808 3.04683 4.43895 0.94 0.32 1.68 0.098
C -2.21777 2.68844 5.29788 1.15 -0.99 -0.26 0.018
C -2.05480 2.03947 6.62126 1.49 -0.07 -2.20 -0.145
C -3.14225 2.25145 7.71169 0.88 -1.17 0.44 -0.045
C -0.85094 1.20830 6.87063 -0.96 0.51 -0.96 -0.135
C -0.70374 0.59710 8.29817 1.05 0.29 -0.59 -0.124
C 0.56128 1.28592 8.99237 -0.87 -1.37 -0.07 -0.752
O 1.36671 0.69125 9.61566 -0.26 0.62 -0.16 0.041
I 0.64149 3.47123 8.74068 -0.06 -0.35 0.24 0.847
C 0.17033 0.96746 5.81305 -2.66 1.13 -0.78 0.011
C 1.43015 0.07666 5.97164 0.47 0.52 0.80 -0.323
F 1.67026 -0.74484 4.86655 -0.37 1.24 1.18 0.070
F 1.40288 -0.80391 7.04009 -0.60 0.79 -1.03 0.076
C 2.70503 1.03311 6.24063 1.03 -1.03 -1.22 -0.240
F 2.40220 2.37099 6.13998 0.23 -1.42 0.70 0.014
F 3.26916 0.71467 7.46506 -0.81 0.92 -1.20 0.051
C -0.04109 1.64105 4.52491 -0.72 0.28 0.50 0.016
C -1.20822 2.51554 4.26038 0.91 -1.27 1.88 0.002
C -1.26645 3.19928 2.84375 0.42 -1.50 -0.37 -0.286
O -1.51816 4.36166 2.65042 -0.26 -0.52 0.34 0.117
C -0.87069 2.22995 1.67271 0.74 -0.23 1.42 0.035
C 0.21178 1.44994 1.92326 -0.32 0.13 0.52 0.030
C 0.94926 1.50663 3.30871 -1.53 0.30 -0.35 -0.284
O 2.15112 1.49195 3.40233 -0.57 -0.18 -0.02 0.101
H -2.86418 5.28974 6.22269 -0.45 0.23 -0.92 0.078
H -4.30258 5.72004 5.12834 0.96 -0.08 0.08 0.068
H -2.57265 5.62601 4.46419 -0.68 -0.37 0.56 0.069
H -5.40903 3.37732 5.02331 0.05 0.09 -0.97 0.115
H -4.14879 2.53951 7.33024 0.99 0.09 0.12 0.083
H -3.28940 1.25380 8.22226 -0.08 1.08 -0.50 0.084
H -2.74987 2.93955 8.51558 -0.60 -0.43 -0.92 0.086
H -0.56044 -0.51647 8.22794 0.21 1.21 0.29 0.132
H -1.54915 0.77214 8.99985 0.53 0.17 -0.80 0.104
H 3.44907 0.79484 5.43965 -0.51 0.32 0.74 0.163
H -1.43175 2.19173 0.71401 0.58 0.23 0.81 0.107
H 0.60964 0.71354 1.19057 -0.26 0.82 0.51 0.109
C 0.62782 2.55136 -1.91339 -0.27 -0.01 0.30 -0.006
C 0.18358 1.11773 -1.80540 -0.18 -0.04 0.07 -0.487
C 0.87505 0.11407 -2.68781 -0.25 -0.29 0.15 -0.008
O -0.69751 0.77958 -1.03732 0.11 0.02 -0.09 0.030
H 0.04689 3.16551 -1.22411 0.04 -0.04 -0.05 0.077
H 1.68417 2.63441 -1.64932 0.04 0.11 -0.26 0.069
H 0.46411 2.91489 -2.92958 0.25 -0.03 -0.03 0.093
H 1.94280 0.08997 -2.45974 0.03 0.12 -0.20 0.086
H 0.71954 0.37304 -3.73734 0.29 0.09 0.00 0.056
H 0.45544 -0.87647 -2.50555 0.02 0.08 0.03 0.086
C 5.43993 2.42455 -1.83416 -0.46 0.28 0.04 -0.038
C 4.93207 3.81466 -1.55615 -0.24 -0.08 -0.05 -0.494
C 5.94088 4.85460 -1.13834 -0.28 0.30 0.03 -0.026
O 3.75426 4.08479 -1.66385 0.15 0.04 0.05 0.059
H 4.60595 1.78821 -2.12081 0.11 0.07 0.02 0.065
H 6.16098 2.44572 -2.65257 0.13 -0.07 0.15 0.083
H 5.90232 2.01137 -0.93626 0.17 -0.03 -0.14 0.091
H 6.68529 4.98826 -1.92556 0.13 -0.11 0.13 0.083
H 6.42658 4.54945 -0.20961 0.16 -0.05 -0.12 0.084
H 5.43290 5.80504 -0.97183 0.02 -0.08 -0.02 0.080
C 0.41472 -0.53547 -8.13396 0.35 0.11 -0.02 -0.024
C 0.14684 0.03852 -6.76588 0.10 0.28 0.30 -0.496
C -1.21600 -0.20060 -6.17159 0.35 0.23 0.27 -0.026
O 0.99683 0.66758 -6.16922 -0.08 -0.14 -0.16 0.052
H 1.43229 -0.28728 -8.43731 -0.08 0.00 0.04 0.080
H 0.31159 -1.62196 -8.10794 -0.19 0.04 -0.09 0.084
H -0.28110 -0.10893 -8.85895 -0.09 -0.19 0.01 0.084
H -1.39114 -1.26937 -6.05941 -0.18 0.08 -0.19 0.066
H -1.98318 0.24047 -6.81032 -0.07 -0.25 -0.05 0.088
H -1.26815 0.26762 -5.18786 0.00 -0.01 -0.08 0.077
C -3.99308 -3.48792 -8.24300 0.32 0.12 0.00 -0.020
C -4.26021 -2.91200 -6.87589 0.21 0.17 0.20 -0.491
C -5.62322 -3.14963 -6.27909 0.08 0.20 0.28 -0.020
O -3.41237 -2.28271 -6.27991 -0.27 -0.24 -0.16 0.056
H -2.97570 -3.24021 -8.54709 -0.07 -0.01 0.04 0.079
H -4.09600 -4.57428 -8.21577 -0.18 0.04 -0.11 0.087
H -4.68912 -3.06252 -8.96844 -0.09 -0.19 0.01 0.086
H -5.79802 -4.22106 -6.16524 -0.13 0.03 -0.16 0.087
H -6.39128 -2.70936 -6.91802 -0.04 -0.21 -0.06 0.086
H -5.67392 -2.68027 -5.29627 0.04 -0.03 -0.08 0.082
C -5.57049 -0.56730 0.66571 -0.23 -0.18 0.00 -0.027
C -6.13421 0.79854 0.95023 -0.26 0.00 -0.15 -0.507
C -5.16830 1.86928 1.38114 -0.20 0.21 -0.03 -0.018
O -7.32179 1.02794 0.83683 0.18 -0.02 0.06 0.040
H -6.37801 -1.23613 0.36604 0.04 0.08 0.02 0.083
H -4.84607 -0.50711 -0.14715 0.10 0.03 0.15 0.072
H -5.09791 -0.96919 1.56484 0.15 0.04 -0.07 0.084
H -4.42573 2.03561 0.59763 0.09 -0.15 0.07 0.085
H -4.67812 1.57545 2.31092 0.13 0.00 -0.10 0.072
H -5.71149 2.79912 1.55168 0.04 -0.08 0.02 0.085
C -7.55791 1.88991 -2.44168 0.10 -0.08 0.36 -0.011
C -6.22185 1.37198 -2.90686 0.15 -0.11 0.24 -0.484
C -5.90782 1.48823 -4.37695 0.37 -0.18 0.02 -0.022
O -5.42810 0.88053 -2.13210 -0.13 0.14 -0.17 0.068
H -7.64922 1.74241 -1.36557 0.00 0.00 -0.09 0.059
H -7.63827 2.95732 -2.65758 -0.12 -0.06 -0.18 0.089
H -8.36186 1.34398 -2.93956 -0.02 0.18 -0.12 0.089
H -5.91606 2.53770 -4.67721 -0.19 -0.05 -0.09 0.085
H -6.63959 0.92485 -4.95932 -0.08 0.19 -0.05 0.082
H -4.91601 1.07679 -4.56855 -0.07 0.02 0.04 0.078
C 6.63771 -0.51321 -4.69128 -0.09 0.33 0.08 -0.018
C 6.24885 -1.01035 -3.32195 -0.14 0.09 0.29 -0.486
C 6.46930 -2.47156 -3.02672 -0.12 0.03 0.35 -0.018
O 5.77737 -0.26474 -2.49096 0.17 -0.34 -0.26 0.053
H 6.42390 0.55363 -4.76305 0.00 -0.09 0.01 0.078
H 7.70605 -0.66839 -4.85392 -0.06 -0.16 -0.13 0.085
H 6.06102 -1.03798 -5.45515 0.17 -0.09 -0.04 0.087
H 7.53037 -2.71332 -3.11586 -0.05 -0.09 -0.19 0.085
H 5.88514 -3.08293 -3.71726 0.18 -0.04 -0.09 0.087
H 6.14486 -2.68717 -2.00790 -0.01 0.05 -0.08 0.079
C 2.35847 -3.67229 2.00300 0.14 -0.29 -0.25 -0.015
C 3.39053 -2.75345 1.39934 0.20 -0.06 -0.25 -0.493
C 3.47329 -1.35267 1.94816 0.31 0.03 -0.27 -0.015
O 4.12483 -3.12712 0.50736 -0.12 0.04 0.19 0.053
H 2.40864 -4.64643 1.51414 -0.05 0.07 0.02 0.063
H 2.55596 -3.80415 3.06891 -0.18 0.15 0.04 0.090
H 1.35958 -3.25755 1.85448 0.01 0.05 0.21 0.089
H 3.71956 -1.38328 3.01110 -0.25 0.07 0.03 0.083
H 2.52360 -0.83712 1.79731 -0.01 -0.01 0.25 0.067
H 4.25601 -0.80433 1.42289 -0.07 -0.05 0.01 0.086
C 4.53712 -8.93275 0.35780 -0.32 -0.14 -0.09 -0.029
C 3.99493 -7.55551 0.64582 -0.33 0.13 -0.02 -0.501
C 4.98020 -6.49900 1.07290 -0.27 0.18 0.10 -0.015
O 2.81288 -7.30862 0.53783 0.20 -0.06 0.04 0.065
H 3.71817 -9.58900 0.06208 0.05 0.07 0.03 0.081
H 5.26017 -8.88473 -0.45866 0.14 -0.03 0.15 0.084
H 5.00822 -9.34188 1.25355 0.18 0.04 -0.10 0.084
H 5.72267 -6.34296 0.28817 0.12 -0.07 0.13 0.091
H 5.47039 -6.80127 2.00091 0.18 -0.06 -0.13 0.088
H 4.45255 -5.56193 1.24436 0.10 -0.05 -0.10 0.048
```
Positions in Å, forces in eV/Å.

Results
- Kohn-Sham gap (eV) = 8.42
- total charge = 0
- SMILES = CB(O)c1c(C)c(CC(=O)I)c(C(F)(F)C(F)F)c2c1C(=O)C=CC2=O.CC(C)=O.CC(C)=O.CC(C)=O.CC(C)=O.CC(C)=O.CC(C)=O.CC(C)=O.CC(C)=O.CC(C)=O

=====

2.
C22H23F3N3S4Se2Ti | wB97M-V/def2-TZVPD

The geometry in XYZ format:
```
58
Properties=species:S:1:pos:R:3:forces:R:3:lowdin_charge:R:1
Ti -0.77353 -0.52137 -0.18169 -0.70 -0.06 1.38 0.570
C 1.12257 1.93223 3.47941 0.54 -0.09 0.12 -0.514
C 0.26627 0.73443 3.83531 -0.08 0.22 -0.64 -0.468
S -0.06943 -0.46857 2.48601 -0.03 -0.42 0.84 0.779
C 1.14317 -1.80877 2.77091 -0.31 0.22 -0.22 -0.473
C 2.52787 -1.62337 2.16941 0.17 0.05 -0.48 -0.479
S 2.53127 -0.76667 0.54671 0.52 -0.11 0.39 0.865
C 3.77577 0.53003 0.86781 -0.48 -0.10 -0.15 -0.501
C 3.21797 1.76913 1.53461 0.08 0.10 0.45 -0.517
S 2.89597 1.52783 3.32321 -0.20 0.23 -0.23 0.900
H 1.05907 2.65563 4.29461 -0.12 0.06 -0.11 0.077
H 0.79837 2.40763 2.55421 -0.07 0.07 0.09 0.055
H -0.72253 1.07793 4.14241 -0.04 -0.08 0.05 0.077
H 0.70367 0.16513 4.65401 -0.06 -0.07 -0.03 0.083
H 0.65347 -2.69637 2.35801 0.02 0.17 0.15 0.038
H 1.21957 -1.92797 3.85151 -0.08 -0.10 -0.01 0.092
H 2.97667 -2.60407 2.00281 -0.01 0.00 0.15 0.082
H 3.16927 -1.03987 2.82691 -0.11 -0.11 -0.07 0.033
H 4.17017 0.79023 -0.11489 0.08 -0.03 0.02 0.081
H 4.57367 0.08393 1.46161 0.07 -0.01 -0.14 0.082
H 2.29147 2.08743 1.05801 0.20 0.04 0.02 -0.004
H 3.95377 2.56963 1.46211 -0.05 0.08 -0.08 0.077
F -0.15103 4.24403 -1.81939 -0.06 -0.13 0.13 0.124
C 0.06237 3.69953 -3.01859 0.13 0.42 -0.03 -0.608
F -0.66783 4.40383 -3.89309 -0.17 -0.09 -0.23 0.153
F 1.34977 3.92183 -3.33289 0.17 -0.12 0.04 0.155
C -0.26503 2.23323 -3.09609 -0.21 -0.10 -0.03 -0.087
C -0.54633 1.68643 -4.34019 0.05 -0.15 0.51 0.048
C -0.79403 0.32193 -4.45029 0.04 -0.05 0.23 -0.010
C -0.81943 -0.43567 -3.29889 -0.21 -0.33 -0.53 -0.148
N -0.59363 0.09003 -2.08799 0.39 0.64 -1.16 -0.139
C -0.25873 1.39803 -1.96699 -0.07 0.14 -0.58 -0.608
S 0.15887 1.78233 -0.35419 0.06 -0.24 0.58 0.778
H -0.56493 2.31503 -5.21559 0.04 0.13 -0.10 0.138
H -0.97893 -0.13447 -5.40869 -0.02 -0.07 -0.03 0.120
H -1.02263 -1.50187 -3.34139 0.00 0.21 0.11 0.095
Se -1.96653 -2.73087 1.06471 1.46 0.13 0.14 0.739
Se -3.14373 -1.64717 -1.41719 0.29 1.29 -0.28 0.779
C -3.51643 -0.04547 -0.49549 -0.11 -1.02 -0.77 -0.692
C -4.74853 0.60103 -0.54999 -0.24 0.52 0.37 -0.076
C -4.93873 1.73063 0.22251 0.05 -0.58 -0.34 -0.026
C -3.90383 2.15493 1.05681 0.64 -0.16 0.23 -0.031
C -2.71223 1.45753 1.06161 -0.39 0.93 0.57 -0.145
N -2.50043 0.39593 0.26841 -1.13 0.25 0.02 -0.187
C -0.47933 -3.26277 0.02201 -1.06 -0.08 0.90 -0.717
C -0.00813 -4.56977 -0.05349 0.43 -0.16 -0.35 -0.072
C 1.07487 -4.83257 -0.87119 -0.45 0.16 0.34 -0.022
C 1.63627 -3.78657 -1.60409 -0.05 0.55 -0.14 -0.037
C 1.10437 -2.51887 -1.48769 0.74 -0.44 -0.62 -0.182
N 0.07637 -2.24857 -0.66879 0.40 -1.56 -0.33 -0.178
H -5.52713 0.19733 -1.18009 0.01 0.01 -0.03 0.113
H -5.88253 2.25603 0.20341 -0.02 0.05 -0.02 0.121
H -4.02493 3.02003 1.68981 0.06 0.00 0.08 0.115
H -1.89183 1.74273 1.71651 -0.17 0.05 -0.22 0.089
H -0.50433 -5.33877 0.51881 0.00 -0.04 0.02 0.117
H 1.47177 -5.83237 -0.95169 0.05 -0.10 0.00 0.121
H 2.48527 -3.95447 -2.24639 0.03 0.04 -0.10 0.116
H 1.50687 -1.68627 -2.05749 -0.02 -0.13 0.14 0.110
```
Positions in Å, forces in eV/Å.

Results
- Kohn-Sham gap (alpha / beta) (eV) = 5.33 / 5.33
- total charge = +1
- relative energy (zero: lowest compared OMol25 entry of this formula, charge and spin) (kcal/mol) = 15.6

=====

3.
C3H5O2Rb | wB97M-V/def2-TZVPD

The geometry in XYZ format:
```
11
Properties=species:S:1:pos:R:3:forces:R:3:lowdin_charge:R:1
O -0.28231 -0.30638 -2.70590 0.19 -0.22 -0.27 -0.365
C 0.85747 -0.18592 -2.29676 -1.24 0.60 1.53 -0.179
C 0.64832 0.52334 -0.46858 3.76 -3.06 -0.73 -0.273
O -0.44071 -0.04051 0.27407 -1.66 1.68 -0.83 -0.350
C -0.21622 -0.38286 1.62136 0.85 0.30 0.01 -0.143
Rb -2.82604 0.14566 -1.71454 0.79 -0.09 0.14 0.954
H 1.54536 0.20786 0.10359 -0.03 -0.75 -0.39 0.047
H 1.14167 1.47773 -0.74319 -2.37 1.50 0.69 0.054
H -1.14781 -0.73501 2.08181 0.11 0.12 -0.23 0.078
H 0.53769 -1.18698 1.67230 -0.17 0.15 0.06 0.089
H 0.18259 0.48308 2.17584 -0.22 -0.24 0.01 0.088
```
Positions in Å, forces in eV/Å.

Results
- Kohn-Sham gap (eV) = 4.02
- total charge = 0

=====

4.
C4H14N2O | wB97M-V/def2-TZVPD

The geometry in XYZ format:
```
21
Properties=species:S:1:pos:R:3:forces:R:3:lowdin_charge:R:1
C -1.93359 1.59520 1.31492 2.53 -0.36 2.48 -0.093
N -1.09519 0.64100 0.46763 -1.96 2.11 -0.13 -0.109
C 0.23111 1.12513 0.69511 1.37 -4.67 0.94 -0.288
C 1.30702 0.70612 -0.37716 -0.44 0.59 -4.22 -0.099
N 1.32578 -0.80592 -0.79447 -2.51 2.83 6.75 0.226
C 1.32761 -1.54975 0.65107 1.79 3.75 -0.95 0.047
H -2.98911 1.66349 1.14435 -0.77 -1.64 0.34 0.067
H -1.79407 2.70303 1.19714 1.20 -0.77 -0.27 0.086
H -1.44868 1.28284 2.39690 -2.38 1.17 -2.16 0.142
H -1.46717 0.70856 -0.48009 0.64 0.16 -0.11 0.113
H 0.42253 2.12912 0.81868 0.01 2.68 -0.14 0.094
H 0.54710 0.65180 1.69642 -0.29 0.75 -1.29 0.132
H 1.04018 1.40785 -1.36751 1.09 -2.11 2.46 0.192
H 2.29423 0.90622 0.02637 0.08 0.23 -0.13 0.117
H 0.45122 -1.04831 -1.21477 -0.58 -0.64 -1.87 0.085
H 0.40577 -1.80516 1.10540 -1.50 -0.15 -0.64 0.095
H 1.93321 -2.33235 0.47068 1.89 -3.09 -0.19 0.047
H 1.84331 -0.85105 1.37081 -0.32 -0.83 -1.05 0.106
H -1.55799 -2.55646 -2.89977 0.63 0.73 -0.34 0.070
H -0.04790 -2.59734 -3.09268 -0.33 0.26 -0.35 0.045
O -0.79537 -1.97403 -3.12902 -0.16 -0.99 0.87 -0.074
```
Positions in Å, forces in eV/Å.

Results
- multiplicity = 2
- expectation value of S² = 0.76
- Kohn-Sham gap (alpha / beta) (eV) = 10.76 / 5.01
- total charge = +1
- relative energy (zero: lowest compared OMol25 entry of this formula, charge and spin) (kcal/mol) = 83.0

=====

5.
C5H12NO | wB97M-V/def2-TZVPD

The geometry in XYZ format:
```
19
Properties=species:S:1:pos:R:3:forces:R:3:lowdin_charge:R:1
C 2.72917 -0.96208 0.39590 -0.99 -0.80 -0.52 -0.123
N 1.66497 0.07288 0.39189 1.79 -0.23 0.30 -0.092
C 0.46117 -0.29030 -0.31803 -1.61 -0.69 0.10 -0.414
C -0.38492 0.91656 -0.77907 1.73 1.16 0.13 -0.132
C -1.64669 1.33162 0.03726 0.34 -0.70 -1.10 -0.316
O -2.71959 0.56991 -0.29772 0.02 -0.35 0.16 0.011
C -0.42233 -1.39495 0.33729 1.39 -0.59 -0.47 -0.055
H 2.28462 -1.95330 0.55909 0.11 -0.06 0.43 0.061
H 3.25607 -1.13382 -0.54965 0.06 0.82 0.02 0.077
H 3.40819 -0.75286 1.21699 0.24 0.02 -0.19 0.077
H 1.62073 0.23768 1.39113 -1.21 0.46 -0.16 0.102
H 0.80113 -0.75005 -1.25147 0.18 0.04 0.09 0.134
H -0.41761 0.91662 -1.86921 -0.97 -0.13 0.07 0.114
H 0.27220 1.78001 -0.59074 -0.06 -0.07 -0.02 0.109
H -1.86743 2.35305 -0.29577 0.21 0.20 0.55 0.122
H -1.27621 1.18668 1.05776 -0.55 0.45 0.35 0.114
H -1.28479 -1.62816 -0.28218 -0.21 0.21 0.18 0.076
H 0.21824 -2.27969 0.28941 -0.23 -0.27 0.18 0.056
H -0.66965 -1.29355 1.39335 -0.24 0.53 -0.10 0.081
```
Positions in Å, forces in eV/Å.

Results
- multiplicity = 2
- expectation value of S² = 0.75
- Kohn-Sham gap (alpha / beta) (eV) = 9.95 / 7.71
- total charge = 0
- relative energy (zero: lowest compared OMol25 entry of this formula, charge and spin) (kcal/mol) = 28.0

=====

6.
CH4N4O | wB97M-V/def2-TZVPD

The geometry in XYZ format:
```
10
Properties=species:S:1:pos:R:3:forces:R:3:lowdin_charge:R:1
C -0.93266 0.65471 -0.75417 -1.30 4.52 -1.38 -0.102
N 0.11940 -0.01493 -0.13781 1.21 -0.19 2.46 -0.258
N 0.95951 -0.87434 -0.69190 0.82 -1.72 0.96 0.027
N 1.45672 -1.66943 0.15672 -0.70 1.75 -1.74 0.022
O 0.88320 -1.38074 1.42065 -0.61 0.07 0.36 -0.164
N 0.22337 -0.11968 1.33176 1.27 0.54 -0.67 0.041
H -0.63778 1.17729 -1.74497 0.34 -0.65 1.68 0.105
H -1.75710 0.09328 -1.13714 -0.82 -0.94 0.59 0.054
H -1.32260 1.57813 -0.06794 0.97 -2.54 -1.53 0.140
H 1.00794 0.55571 1.62480 -1.19 -0.83 -0.73 0.136
```
Positions in Å, forces in eV/Å.

Results
- Kohn-Sham gap (eV) = 9.64
- total charge = 0
- SMILES = CN1N=NON1
- relative energy (zero: lowest compared OMol25 entry of this formula, charge and spin) (kcal/mol) = 96.2

=====

7.
C2H3NS2 | wB97M-V/def2-TZVPD

The geometry in XYZ format:
```
8
Properties=species:S:1:pos:R:3:forces:R:3:lowdin_charge:R:1
C 0.67509 -0.70399 -1.02691 -0.32 -0.01 -0.14 -0.225
C -0.45480 0.09730 0.73263 -0.18 -1.64 1.53 -0.358
N -0.27927 -1.04842 -0.14366 1.85 0.83 -0.71 -0.189
S 0.74186 2.34293 -2.02986 0.37 0.48 -1.16 0.182
S 0.82096 1.15985 -0.44483 -1.10 -1.51 0.29 0.351
H -1.35866 0.21694 1.27415 -1.71 0.51 -0.58 0.057
H 0.18028 0.01222 1.57048 1.49 -0.21 0.91 0.033
H -0.32547 -2.07682 0.06798 -0.42 1.55 -0.14 0.149
```
Positions in Å, forces in eV/Å.

Results
- multiplicity = 3
- expectation value of S² = 2.01
- Kohn-Sham gap (alpha / beta) (eV) = 7.37 / 6.14
- total charge = 0
- relative energy (zero: lowest compared OMol25 entry of this formula, charge and spin) (kcal/mol) = 78.8

=====

Calculated energy in order - -3378.15677, -8560.95470, -291.70475, -345.11179, -327.58247, -334.56655, -928.90300 hartree